1.
{"formula": "C4H12N2S", "method": "ωB97M-V/def2-TZVPD", "species": ["C", "N", "C", "C", "N", "C", "S", "H", "H", "H", "H", "H", "H", "H", "H", "H", "H", "H", "H"], "xyz": [[-3.72624, -0.43502, -0.19232], [-2.34510, -0.06496, -0.55828], [-1.29460, -0.58349, 0.37828], [0.11849, 0.14812, -0.11355], [0.15776, 1.54618, 0.32107], [1.36862, -0.68547, 0.30562], [2.93474, 0.04699, -0.07952], [-3.77784, -1.44482, 0.21375], [-4.35058, -0.26346, -1.07116], [-4.16142, 0.23026, 0.55891], [-2.24692, 0.91913, -0.56468], [-1.35328, -0.27694, 1.49994], [-1.33416, -1.70182, 0.26129], [0.15455, 0.27088, -1.25525], [0.94232, 1.97277, -0.10203], [0.15479, 1.73513, 1.29114], [1.32191, -0.94362, 1.35589], [1.32019, -1.64140, -0.20162], [2.88836, -0.64131, -1.32152]], "atomic_forces_ev_per_a": [[0.3669, 1.0118, -0.0681], [0.4400, -1.7044, 1.4925], [1.1812, 1.4755, -0.8186], [-0.6424, -0.7153, -0.4689], [-1.2930, -0.8963, -0.8481], [-1.8448, -0.3169, 0.2289], [0.4182, -0.8256, -2.0339], [-0.0226, -0.0808, -0.4234], [-0.0556, -0.6046, -0.0299], [0.1275, 0.0006, 0.3722], [0.0070, 1.1798, -0.1251], [-0.3878, -0.5565, -1.5952], [0.5623, 1.0610, 0.3341], [-0.3708, -0.7291, 1.4868], [0.8296, 0.6623, -0.3453], [0.0768, -0.1988, 1.1552], [0.0168, 0.2405, 0.4456], [-0.0399, -0.2105, -0.0987], [0.6307, 1.2072, 1.3402]], "nbo_charge": [-0.4165, -0.6261, -0.2240, -0.0466, -0.8602, -0.5676, -0.0325, 0.1936, 0.1993, 0.1683, 0.3627, 0.1593, 0.1978, 0.1969, 0.3714, 0.3555, 0.2129, 0.2200, 0.1360], "e_above_lowest_kj_mol": 102.0, "spin_multiplicity": 1, "homo_ha": -0.3203, "gap_ev": 9.57}

2.
{"formula": "C41H31I2N6O2PSV", "method": "ωB97M-V/def2-TZVPD", "species": ["V", "I", "C", "C", "C", "I", "C", "C", "C", "C", "N", "C", "C", "O", "H", "H", "H", "H", "O", "N", "C", "C", "C", "C", "C", "C", "C", "P", "C", "C", "C", "C", "C", "C", "C", "C", "C", "C", "C", "C", "H", "H", "H", "H", "H", "H", "H", "H", "H", "H", "H", "H", "H", "H", "H", "H", "S", "C", "N", "N", "C", "C", "C", "C", "C", "C", "N", "N", "C", "C", "C", "C", "C", "C", "H", "H", "H", "H", "H", "H", "H", "H", "H", "H", "H"], "xyz": [[-0.43633, 1.34379, -0.03435], [-4.08384, 1.25385, 3.75489], [-3.80420, 0.02034, 2.11368], [-4.81270, -0.89679, 1.75650], [-4.67726, -1.72533, 0.67866], [-6.21939, -3.03735, 0.21013], [-3.48880, -1.66734, -0.10501], [-3.21024, -2.48748, -1.22078], [-2.02458, -2.36453, -1.89142], [-1.11529, -1.37879, -1.48287], [-1.34467, -0.59647, -0.45131], [-2.49413, -0.74637, 0.26242], [-2.63395, 0.13495, 1.39264], [-1.68292, 0.98931, 1.62770], [-5.71281, -0.92990, 2.35544], [-3.94927, -3.21004, -1.54040], [-1.79213, -2.97633, -2.75077], [-0.19990, -1.20175, -2.03628], [-1.59925, 3.96999, -0.13129], [-0.83082, 3.19717, 0.72959], [-0.70108, 3.63537, 1.90802], [0.13914, 3.02826, 2.97434], [0.21429, 3.89676, 4.06640], [1.02615, 3.65608, 5.16420], [1.80887, 2.52355, 5.17112], [1.73834, 1.63858, 4.10237], [0.91078, 1.83203, 3.00398], [0.89234, 0.40908, 1.79716], [2.58751, -0.28379, 1.76331], [3.45567, -0.00560, 0.70937], [4.71000, -0.59690, 0.65156], [5.11822, -1.47202, 1.64424], [4.25979, -1.76658, 2.69458], [3.00371, -1.18594, 2.74751], [0.02305, -0.91599, 2.70391], [-0.05465, -2.15611, 2.07142], [-0.79043, -3.18722, 2.63206], [-1.45697, -2.99065, 3.83431], [-1.38065, -1.76041, 4.46961], [-0.64495, -0.72672, 3.90667], [-1.09996, 3.89818, -0.96576], [-1.18390, 4.57710, 2.15206], [-0.37684, 4.80286, 4.04668], [1.04868, 4.35681, 5.98759], [2.47053, 2.31016, 6.00001], [2.35533, 0.75355, 4.14140], [3.16406, 0.69459, -0.05925], [5.36323, -0.36179, -0.17879], [6.09817, -1.92895, 1.59711], [4.56092, -2.46055, 3.46856], [2.33362, -1.46308, 3.55166], [0.46075, -2.32106, 1.13084], [-0.84732, -4.14255, 2.12613], [-2.03939, -3.79217, 4.26973], [-1.90880, -1.59355, 5.39942], [-0.62586, 0.23913, 4.39423], [1.65891, 2.57140, -0.39729], [1.88999, 1.99673, -2.03241], [3.13353, 2.07859, -2.55705], [3.32976, 1.39190, -3.70091], [2.85865, 0.11805, -4.05342], [2.56469, -0.84665, -3.08303], [2.15361, -2.10697, -3.46885], [2.03706, -2.43906, -4.81673], [2.35360, -1.49054, -5.77347], [2.76065, -0.21559, -5.39780], [0.88070, 1.56301, -2.74826], [-0.29253, 1.50432, -2.07913], [-1.37283, 1.15312, -2.90068], [-2.66402, 1.35322, -2.39735], [-3.77550, 0.90949, -3.09471], [-3.62320, 0.29422, -4.33010], [-2.34555, 0.13552, -4.85342], [-1.22369, 0.55246, -4.15581], [4.08742, 1.75953, -4.25039], [2.66528, -0.59998, -2.03474], [1.93557, -2.84895, -2.70914], [1.71329, -3.42869, -5.11001], [2.27436, -1.73208, -6.82565], [2.98003, 0.53201, -6.15022], [-2.80159, 1.87781, -1.45418], [-4.76230, 1.06385, -2.67622], [-4.48902, -0.04253, -4.88479], [-2.21441, -0.33417, -5.82089], [-0.23235, 0.39858, -4.55824]], "atomic_forces_ev_per_a": [[0.3172, -0.1459, -0.2300], [0.0293, 0.1062, 0.1019], [-0.0179, -0.1246, 0.0583], [-0.0016, -0.0100, 0.0297], [0.2817, 0.1955, 0.0065], [-0.1011, -0.0861, -0.0203], [-0.0726, -0.2918, 0.0322], [0.0141, -0.0036, -0.0373], [-0.0221, 0.0916, 0.0925], [0.0532, -0.0429, -0.0106], [0.0010, 0.1032, -0.0173], [-0.0953, 0.0259, 0.1213], [0.0332, -0.0993, -0.3518], [-0.2366, 0.2546, -0.6433], [-0.0014, -0.0139, -0.0063], [0.0045, -0.0161, -0.0027], [-0.0078, -0.0122, -0.0096], [-0.0011, -0.0008, 0.0090], [0.2049, 0.0650, 0.1534], [0.0516, 0.0426, 0.3968], [0.1238, -0.2345, -0.0121], [-0.1430, 0.1491, -0.1394], [0.1088, -0.0567, 0.1516], [-0.0968, 0.0599, -0.0910], [0.0494, -0.0824, -0.0107], [0.0451, 0.0200, 0.1075], [-0.0394, -0.0182, -0.0488], [-0.0717, 0.2602, 0.2295], [0.0217, -0.0369, -0.0294], [0.0466, 0.0216, -0.0116], [-0.0073, 0.0222, -0.0107], [0.0217, 0.0005, -0.0038], [0.0077, -0.0028, -0.0089], [-0.0281, -0.0495, 0.0175], [-0.0140, 0.0140, -0.0227], [0.0063, -0.0278, 0.0002], [0.0014, -0.0301, -0.0006], [-0.0085, 0.0133, 0.0025], [-0.0154, -0.0251, -0.0035], [-0.0368, 0.0511, 0.0055], [-0.0985, -0.0174, -0.0381], [0.0394, 0.0224, -0.0354], [-0.0083, 0.0081, -0.0021], [-0.0003, 0.0087, -0.0014], [0.0045, -0.0031, 0.0053], [0.0225, -0.0474, -0.0020], [0.0134, -0.0235, 0.0190], [0.0152, -0.0138, 0.0024], [0.0042, -0.0117, 0.0078], [0.0044, -0.0004, 0.0030], [0.0001, 0.0232, 0.0061], [0.0038, 0.0280, 0.0056], [-0.0037, -0.0067, 0.0043], [-0.0019, -0.0029, -0.0003], [-0.0044, -0.0015, 0.0044], [0.0067, 0.0019, 0.0023], [-0.1726, 0.0992, 0.0603], [0.2812, -0.0194, -0.3720], [-0.0820, -0.0950, 0.2424], [-0.1267, 0.2460, -0.2319], [0.0380, -0.0757, 0.2257], [-0.0197, 0.0933, -0.0833], [-0.0289, -0.0711, -0.0475], [-0.0112, -0.0339, 0.0724], [0.0295, 0.0864, -0.0301], [-0.0428, -0.0780, -0.0500], [-0.1321, -0.0201, 0.0472], [-0.1429, -0.1071, 0.2263], [-0.0524, -0.0251, 0.1295], [0.0169, 0.0076, -0.0324], [0.0176, -0.0200, -0.0164], [-0.0345, 0.0096, 0.0039], [0.0252, -0.0079, -0.0305], [-0.0652, -0.0163, 0.0182], [0.0665, -0.0465, 0.0647], [-0.0002, 0.0196, 0.0301], [-0.0006, -0.0002, -0.0002], [0.0022, -0.0035, -0.0061], [-0.0010, -0.0054, -0.0055], [0.0026, 0.0124, 0.0041], [0.0229, -0.0025, -0.0010], [-0.0107, -0.0072, -0.0105], [-0.0008, -0.0015, 0.0008], [-0.0148, -0.0029, -0.0050], [0.0349, 0.0161, 0.0222]], "lowdin_spin": [1.9478, 0.0009, 0.0035, -0.0015, 0.0038, 0.0004, -0.0001, 0.0089, -0.0009, 0.0129, 0.0012, 0.0051, 0.0008, 0.0136, -0.0002, 0.0005, -0.0002, 0.0011, 0.0062, -0.0065, 0.0180, 0.0013, 0.0030, -0.0003, 0.0031, 0.0005, 0.0074, -0.0010, -0.0024, 0.0010, 0.0004, -0.0006, 0.0000, -0.0012, -0.0016, -0.0010, 0.0002, -0.0012, 0.0001, -0.0012, 0.0004, 0.0008, 0.0000, -0.0001, 0.0002, -0.0001, 0.0015, 0.0002, 0.0000, 0.0000, 0.0000, 0.0001, 0.0000, -0.0001, 0.0000, 0.0000, -0.0193, -0.0205, 0.3718, 0.1642, 0.0133, 0.0160, 0.0011, 0.0150, -0.0005, 0.0133, 0.2372, 0.1147, 0.0074, 0.0196, -0.0006, 0.0163, -0.0011, 0.0151, 0.0028, 0.0015, -0.0001, 0.0009, -0.0005, 0.0012, 0.0049, -0.0005, 0.0011, -0.0004, 0.0017], "e_above_lowest_kj_mol": 185.5, "spin_multiplicity": 4, "homo_ha": [-0.2374, -0.2506], "gap_ev": [6.16, 6.33]}

3.
{"formula": "C7H15N2O", "method": "ωB97M-V/def2-TZVPD", "species": ["C", "C", "C", "C", "O", "N", "C", "C", "N", "C", "H", "H", "H", "H", "H", "H", "H", "H", "H", "H", "H", "H", "H", "H", "H"], "xyz": [[-1.15008, 2.11775, 2.14452], [-1.04144, 1.32333, 0.90417], [0.49399, 1.04251, 0.59803], [0.65727, 0.12981, -0.64812], [0.19370, 0.59534, -1.79472], [2.12801, -0.32827, -0.73655], [2.13807, -1.64095, -0.59850], [0.97910, -2.24203, -0.37480], [-0.04522, -1.25959, -0.38707], [-1.14386, -1.63356, -1.30783], [-1.47403, 1.72360, 3.10433], [-1.94273, 2.85925, 1.87289], [-0.24428, 2.69657, 2.29316], [-1.43846, 2.11414, 0.14403], [-1.74013, 0.33145, 0.87749], [0.98743, 0.54439, 1.51648], [1.05229, 1.94963, 0.61624], [-0.12158, 1.53619, -1.69378], [2.78308, 0.08024, -1.37558], [3.05638, -2.17712, -0.56951], [0.78017, -3.30907, -0.33195], [-0.54470, -1.14589, 0.57083], [-0.76183, -1.80598, -2.36918], [-1.61985, -2.56807, -1.03764], [-1.98128, -0.93368, -1.41695]], "atomic_forces_ev_per_a": [[-1.6595, 2.1811, 0.8561], [-0.1314, -1.0581, -2.1843], [-1.5595, -2.5861, 1.4698], [2.7075, -0.0447, 1.5707], [-0.8336, 2.2870, -1.1481], [-2.1509, 1.9123, 0.3054], [0.5471, -2.2743, 0.5152], [0.9107, -1.1404, 0.1650], [-2.7608, 0.8486, 1.9554], [-0.6152, -0.2337, -2.9498], [0.2754, -0.6992, -0.1788], [0.5861, -0.2316, 0.9227], [0.1211, 0.1068, 0.1939], [0.6364, -2.1180, 0.4871], [1.5721, 2.4307, -0.0001], [-0.9372, 0.1417, -1.4175], [0.3401, 0.8594, -0.9671], [0.3628, -1.3686, -0.2207], [-0.1139, 0.5358, -0.2768], [0.6381, -0.2870, -0.3568], [-0.1559, 0.4828, 0.2132], [1.3032, -0.2418, -1.6631], [-0.1185, 0.4027, 1.5721], [0.3998, -0.2728, 0.6304], [0.6359, 0.3674, 0.5063]], "nbo_charge": [-0.6369, -0.4090, -0.4814, 0.5981, -0.6782, -0.6103, 0.0593, -0.2189, -0.4040, -0.4457, 0.2397, 0.2255, 0.2154, 0.2174, 0.1947, 0.2460, 0.2584, 0.5161, 0.4269, 0.2429, 0.2570, 0.4484, 0.2516, 0.2422, 0.2448], "e_above_lowest_kj_mol": 293.6, "spin_multiplicity": 1, "total_charge": 1, "homo_ha": -0.4685, "gap_ev": 9.91}